Entry 1:
104
Properties=species:S:1:pos:R:3 method="wB97M-V/def2-TZVPD" gap_ev=3.81 e_above_lowest_ev=0.181 charge=-2 max_force_ha_per_bohr=0.0160 energy_ha=-2070.11073
Na 0.5726 0.1552 0.0118
C 1.6167 1.5368 3.9096
N 1.7376 0.5683 2.8477
C 0.7837 -0.4968 3.0575
C 3.0556 0.0585 2.6301
C 3.9199 -0.1239 3.6965
C 5.1946 -0.6531 3.5570
C 5.5661 -1.1197 2.3073
C 4.7217 -0.9567 1.2347
C 3.4811 -0.2774 1.3130
N 2.7282 -0.0231 0.2169
C 3.3210 0.1691 -0.9808
C 4.6454 0.6718 -1.1064
C 5.2916 0.8093 -2.3089
C 4.6332 0.5003 -3.4906
C 3.2950 0.1501 -3.4119
C 2.6246 -0.0090 -2.2108
N 1.2263 -0.3627 -2.2232
C 0.9592 -1.5781 -2.9636
C 0.3836 0.6854 -2.7602
H 1.7731 1.1122 4.9169
H 0.6067 1.9419 3.8769
H 2.3247 2.3480 3.7573
H 0.9856 -1.0525 3.9928
H 0.8118 -1.1785 2.2197
H -0.2153 -0.0695 3.0973
H 3.5977 0.1601 4.6900
H 5.8542 -0.7436 4.4141
H 6.5220 -1.6146 2.1703
H 5.0202 -1.3435 0.2691
H 5.1636 0.9492 -0.1989
H 6.3149 1.1699 -2.3269
H 5.1373 0.5518 -4.4478
H 2.7491 -0.0062 -4.3357
H 0.9971 -1.4344 -4.0615
H -0.0354 -1.9404 -2.7015
H 1.6911 -2.3294 -2.6968
H 0.5516 0.8511 -3.8407
H 0.5588 1.6144 -2.2426
H -0.6586 0.4150 -2.6073
C -4.6134 -2.1482 -1.5759
C -3.8266 -1.9326 -0.2773
C -4.8100 -1.8406 0.8921
C -2.7638 -2.9998 -0.1008
C -3.1386 -4.3187 -0.2586
C -2.2152 -5.3488 -0.3364
C -0.8645 -5.0242 -0.2718
C -0.4367 -3.7310 -0.0814
C 1.0397 -3.4406 0.0597
C 1.9277 -4.1924 -0.9411
C 1.4973 -3.7670 1.4828
C -1.3746 -2.6493 0.0499
N -0.9100 -1.4124 0.2542
C -1.6651 -0.5162 0.9791
C -1.6865 0.8359 0.9535
N -0.9716 1.7302 0.1827
C -1.5128 2.9105 -0.1378
C -0.6691 4.0684 -0.3007
C -1.2091 5.2852 -0.6629
C -2.5667 5.4771 -0.8721
C -3.4031 4.3835 -0.7180
C -2.9223 3.1359 -0.3792
C -3.9364 2.0066 -0.3789
C -4.9432 2.1603 0.7642
C -4.6697 1.8995 -1.7190
C 0.8247 4.1048 -0.0154
C 1.2278 3.3634 1.2529
C 1.6928 3.6446 -1.1928
H -5.2306 -1.2748 -1.7941
H -5.2770 -3.0099 -1.4981
H -3.9300 -2.3119 -2.4081
H -3.3080 -0.9757 -0.3652
H -5.3608 -2.7750 1.0108
H -5.5229 -1.0335 0.7160
H -4.2746 -1.6384 1.8165
H -4.1919 -4.5651 -0.3567
H -2.5351 -6.3776 -0.4677
H -0.1315 -5.8220 -0.3525
H 1.1663 -2.3680 -0.0948
H 2.2672 -5.1432 -0.5282
H 2.8095 -3.5952 -1.1727
H 1.3878 -4.3999 -1.8627
H 1.4165 -4.8389 1.6688
H 0.8633 -3.2547 2.1989
H 2.5294 -3.4525 1.6327
H -2.2706 -0.9628 1.7813
H -2.3191 1.2939 1.7292
H -0.5470 6.1466 -0.7580
H -2.9493 6.4588 -1.1292
H -4.4668 4.5197 -0.8962
H -3.3995 1.0705 -0.2275
H -5.4732 3.1105 0.6960
H -4.4177 2.1371 1.7158
H -5.6796 1.3548 0.7566
H -5.4097 2.6890 -1.8381
H -5.1812 0.9410 -1.7932
H -3.9533 1.9715 -2.5320
H 1.0604 5.1688 0.1554
H 1.2405 2.2925 1.0819
H 0.5065 3.5666 2.0407
H 2.2184 3.6838 1.5823
H 1.7972 2.5638 -1.1780
H 2.6949 4.0694 -1.1151
H 1.2600 3.9663 -2.1410

---

Entry 2:
12
Properties=species:S:1:pos:R:3 method="wB97M-V/def2-TZVPD" smiles="ON1C=CCC1=S" gap_ev=8.73 e_above_lowest_ev=2.130 charge=0 max_force_ha_per_bohr=0.0350 energy_ha=-683.52963
O -0.7389 2.2125 0.0280
N -0.2707 0.9232 0.0124
C 1.1054 0.6902 -0.0110
C 1.3461 -0.6123 -0.0430
C 0.0267 -1.3382 0.0682
C -1.0101 -0.2274 -0.0008
S -2.6452 -0.2492 -0.0213
H -1.7057 2.0783 -0.0142
H 1.8054 1.4980 -0.0576
H 2.3015 -1.0934 -0.1070
H -0.0959 -1.9079 0.9682
H -0.1184 -1.9737 -0.8220

---

Entry 3:
44
Properties=species:S:1:pos:R:3 method="wB97M-V/def2-TZVPD" gap_ev="6.67 / 6.67" e_above_lowest_ev=0.000 multiplicity=8 charge=0 max_force_ha_per_bohr=0.0822 energy_ha=-1964.01145
Eu 1.3939 -0.1396 0.3079
O -5.1326 1.1181 -3.4992
C -4.8378 1.5325 -2.3495
O -5.5888 2.2020 -1.5427
C -3.4673 1.3657 -1.7993
C -2.5145 0.7369 -2.5839
C -1.3703 0.2325 -1.9460
N -1.0965 0.5347 -0.6463
C -1.9689 1.2187 0.0461
C -3.1873 1.6543 -0.4800
C -1.5348 1.5842 1.4303
C -2.4868 2.3256 2.2190
C -2.1737 2.5710 3.5431
C -0.9037 2.1590 4.0162
C -0.0751 1.4077 3.1992
N -0.3637 1.1236 1.9089
C -0.4489 -0.6307 -2.7921
C -0.8346 -1.0580 -4.0029
C 0.0966 -1.6664 -4.8425
C 1.3850 -1.9980 -4.3585
C 1.6894 -1.6492 -3.0523
N 0.7906 -1.0484 -2.3028
H -2.7086 0.5403 -3.5937
H -3.9529 2.1841 0.1179
H -3.3618 2.7536 1.7388
H -2.9219 3.0018 4.2092
H -0.5535 2.3045 5.0328
H 0.9130 1.1616 3.5811
H -1.8684 -0.9168 -4.2735
H -0.1967 -1.8203 -5.8562
H 2.0374 -2.6101 -4.9254
H 2.6407 -1.8019 -2.6153
N 2.7306 -0.7642 3.2055
C 3.5277 -1.9668 3.0098
C 4.3511 -1.9562 1.6780
C 3.5139 -1.4405 0.5573
O 2.5252 -2.1292 0.1299
O 3.6777 -0.1963 0.2425
H 3.2638 0.0992 3.3328
H 2.1137 -0.8703 4.0165
H 2.7926 -2.7848 2.8409
H 4.2555 -2.1413 3.7443
H 4.6507 -2.9927 1.5429
H 5.2000 -1.2300 1.8114

---

Entry 4:
68
Properties=species:S:1:pos:R:3 method="wB97M-V/def2-TZVPD" gap_ev="9.31 / 2.87" multiplicity=2 charge=+4 max_force_ha_per_bohr=0.0848 energy_ha=-1663.54976
Rb -10.3863 18.7654 -36.8494
Rb -8.3723 16.7332 -40.6067
Rb -12.4314 19.1298 -41.5587
S -11.5245 16.6741 -39.2181
O -11.4160 16.7746 -40.6493
O -12.1101 17.9462 -38.8602
O -12.2196 15.4270 -38.9306
O -10.2086 16.6168 -38.6381
C -10.2586 12.5740 -42.4834
C -11.2161 13.7268 -42.5188
N -12.7434 13.3669 -42.3558
C -13.0411 12.4663 -43.6185
C -13.0049 12.3712 -41.0926
C -14.5571 11.8994 -40.9107
C -13.7338 14.6071 -42.3899
C -13.4023 15.6565 -43.5025
O -13.5624 15.0485 -44.7798
C -13.1618 15.8917 -45.8297
H -9.2383 12.8857 -42.7069
H -10.5551 11.9566 -43.3313
H -10.2483 12.0339 -41.5367
H -10.9851 14.2884 -43.4240
H -10.9734 14.3989 -41.6957
H -12.6454 11.4576 -43.4999
H -12.5293 12.8985 -44.4783
H -14.0912 12.5947 -43.8813
H -12.7348 12.9459 -40.2066
H -12.2611 11.5762 -41.0383
H -14.9206 11.1520 -41.6160
H -15.3438 12.6504 -40.8385
H -14.6582 11.4755 -39.9116
H -13.5987 14.8837 -41.3442
H -14.7290 14.1779 -42.5062
H -12.4503 16.1872 -43.5173
H -14.1260 16.4529 -43.3290
H -13.4463 16.9172 -45.5942
H -13.6456 15.5873 -46.7578
H -12.0720 15.8982 -45.8127
C -14.3769 17.7778 -36.1023
C -15.7399 16.9809 -35.9419
N -16.2403 16.4770 -37.3682
C -17.6831 15.9190 -37.0895
C -16.4074 17.6340 -38.4244
C -17.0913 18.9361 -37.8811
C -15.2908 15.3609 -37.9019
C -14.9850 14.1082 -37.0497
O -15.9415 13.8754 -36.0053
C -16.4373 12.6038 -35.8686
H -13.9818 18.1407 -35.1535
H -14.4532 18.7579 -36.5732
H -13.5777 17.1899 -36.5537
H -16.5683 17.4433 -35.4052
H -15.5101 16.0704 -35.3886
H -18.1546 15.7096 -38.0498
H -18.3142 16.6974 -36.6608
H -17.7448 14.9918 -36.5198
H -17.2471 17.3558 -39.0613
H -15.5043 17.7976 -39.0123
H -16.4246 19.5808 -37.3084
H -17.9912 18.7956 -37.2823
H -17.2644 19.6102 -38.7200
H -14.4321 15.9544 -38.2159
H -15.8211 15.1881 -38.8383
H -14.1410 14.4269 -36.4380
H -14.8177 13.2433 -37.6916
H -17.4943 12.7370 -35.6384
H -15.8445 11.9378 -35.2415
H -16.5027 12.1150 -36.8407

---

> Which of these has the highest charge?

C16H40N2O6Rb3S

---

> The lowest charge belongs to which entry?

C42H56N5Na